[1]
DFT (the ωB97M-V functional and the def2-TZVPD basis) results for a structure of composition C6H13N4O.

Structure (XYZ):
```
24
Properties=species:S:1:pos:R:3:forces:R:3:nbo_charge:R:1
C 0.2734 -1.0732 0.5527 -0.4 3.7 -2.2 0.361
C 1.6166 -0.7277 1.1096 0.6 -2.5 2.0 -0.306
C -1.5723 -1.7946 -0.5330 -0.5 1.4 2.3 -0.059
C 2.1628 0.7947 -0.6904 -2.1 -0.6 3.8 -0.040
C -0.2938 0.4304 -0.4628 1.1 -3.1 1.7 0.499
C -1.1854 1.3690 1.5910 -0.6 1.6 -1.7 -0.233
N -0.4266 -2.0415 0.2578 0.3 -0.9 0.6 -0.408
N 2.4967 -0.5056 0.0223 0.7 1.9 -2.8 -0.616
N 0.7794 0.7358 -1.3270 1.3 2.3 -1.9 -0.719
N -1.3325 -0.4180 -1.2339 2.1 -1.1 -1.5 -0.577
O -0.9470 1.4371 0.1712 0.4 0.2 -0.8 -0.551
H 1.5112 0.2397 1.6866 0.3 -1.3 -0.3 0.230
H 2.0787 -1.6271 1.7170 -1.2 1.9 -0.6 0.249
H -1.7379 -2.5272 -1.2583 -0.2 -1.0 -1.2 0.231
H -2.4302 -1.8182 0.2323 0.8 0.6 -1.6 0.242
H 2.1845 1.7348 0.0700 0.0 -2.4 -1.2 0.178
H 2.9339 0.9830 -1.3458 1.1 0.3 -2.1 0.221
H -0.3712 1.8242 2.1014 0.6 0.4 0.6 0.195
H -1.2727 0.3596 1.8355 -0.6 -1.6 0.9 0.176
H -2.0879 1.9843 1.6476 0.1 -0.5 0.8 0.223
H 2.7816 -1.3125 -0.6365 -1.0 1.8 1.6 0.408
H 0.6831 1.6367 -1.9603 -0.3 -2.2 1.8 0.398
H -0.9228 -0.5500 -2.2242 -0.7 0.0 1.9 0.459
H -2.1501 0.1091 -1.3235 -1.9 1.0 -0.1 0.436
```
Positions in Å, forces in eV/Å.

Its net charge is +1. The calculation puts the energy above the lowest of the compared OMol25 structures with the same formula, charge and spin at 353.0 kJ/mol. Its frontier orbital gap is 9.778 eV. The strongest force on any atom is 0.0853 hartree/bohr. As for the HOMO energy: -12.763 eV.


[2]
DFT (the ωB97M-V functional and the def2-TZVPD basis) results for an isolated molecule of C3H2N4O.

Structure (XYZ):
```
10
Properties=species:S:1:pos:R:3:forces:R:3:nbo_charge:R:1
C -1.2655 -0.1557 -0.0273 0.1 0.3 2.5 0.564
C -0.7675 1.2147 -0.3804 2.5 -1.3 0.4 -0.008
C 1.2593 -0.7357 0.4710 -0.2 0.0 -1.3 0.149
H -1.3206 2.0008 -0.8522 -0.2 0.2 -0.4 0.228
H 1.9975 -1.2235 0.9823 1.5 -2.0 1.4 0.202
N 0.5244 1.3191 -0.2553 -0.1 1.5 1.1 -0.226
N 1.3942 0.5158 0.5801 -3.1 2.0 -1.7 -0.193
N 0.6146 -1.4093 -0.5756 -2.2 1.0 -0.3 -0.112
N -0.5528 -1.0042 -0.8926 1.3 -2.0 -0.1 -0.132
O -1.8835 -0.5220 0.9501 0.3 0.3 -1.6 -0.472
```
Positions in Å, forces in eV/Å.

Its net charge is 0. The calculation puts the energy above the lowest of the compared OMol25 structures with the same formula, charge and spin at 276.5 kJ/mol. Its frontier orbital gap is 9.160 eV. The strongest force on any atom is 0.0781 hartree/bohr. As for the HOMO energy: -10.300 eV.


[3]
DFT (the ωB97M-V functional and the def2-TZVPD basis) results for a structure of composition C19H37AlBBrF3N2O14.

Structure (XYZ):
```
78
Properties=species:S:1:pos:R:3:forces:R:3:lowdin_charge:R:1
C 3.1282 1.5150 0.3835 -0.3 0.3 0.2 0.006
C 2.0309 2.3579 1.0633 1.8 0.3 0.3 -0.375
F 2.6608 3.4718 1.5826 -0.4 -0.1 0.0 0.029
O 1.0859 2.8541 0.1359 0.1 -1.6 1.2 0.106
C 0.0755 1.9826 -0.1358 0.0 -0.1 0.1 -0.615
O -0.6586 2.2674 -1.0007 -1.7 0.8 -2.0 0.155
O -0.1684 0.8442 0.5519 1.2 0.4 0.6 0.108
H 3.9965 2.1540 0.1559 -0.5 -0.1 -0.2 0.099
H 3.4890 0.7393 1.0636 -0.3 0.2 -0.2 0.063
H 2.6982 1.0623 -0.5222 0.4 0.1 0.2 0.084
H 1.5890 1.8356 1.9248 -0.3 0.2 -0.4 0.162
H 0.6253 0.2787 0.6114 -0.2 0.0 0.1 0.075
B 3.2523 -3.6783 -1.5963 -0.9 -2.4 0.2 -1.139
O 2.0093 -2.9068 -1.3935 1.1 0.8 0.6 0.229
C 2.2783 -1.9199 -0.5492 -1.7 -0.4 -0.3 -0.371
O 1.4839 -1.1021 -0.1701 0.6 -0.3 0.3 0.137
C 3.7283 -1.9913 -0.1482 0.9 -0.1 0.5 -0.414
O 4.2848 -1.2340 0.6080 0.7 -0.5 0.1 0.121
O 4.2933 -3.0137 -0.7617 0.2 0.9 -0.3 0.134
F 3.6315 -3.6420 -2.9894 0.6 1.1 0.1 0.009
F 3.0825 -4.9696 -1.1914 0.2 0.5 -0.3 0.222
C 7.4349 -5.1525 -0.7164 -0.3 0.2 0.1 -0.212
O 6.1290 -5.6364 -0.9566 0.0 1.3 -0.3 -0.322
H 7.7493 -4.5499 -1.5676 -0.1 0.0 0.0 0.085
H 7.3944 -4.5264 0.1904 0.4 0.1 0.1 0.047
H 8.1388 -5.9711 -0.5804 0.1 0.1 0.1 0.023
H 5.8542 -6.1583 -0.1850 -0.2 0.1 0.0 -0.055
O 7.3870 -2.0840 1.8497 -0.2 0.0 -0.1 0.339
H 8.1446 -1.8342 1.2808 -0.1 -0.1 0.1 0.202
H 7.4153 -3.0375 2.0847 0.0 0.1 -0.1 0.191
H 6.5208 -1.8413 1.4296 -0.2 0.0 0.0 0.174
C -3.2316 -1.0605 0.5880 0.0 1.7 -1.1 0.002
C -3.0324 -2.3577 1.4637 -1.1 -1.3 0.7 -0.371
O -1.7736 -2.3849 1.7997 -0.3 0.1 -0.2 0.083
H -2.6199 -1.0849 -0.3122 0.2 -0.3 0.2 0.078
H -4.2783 -0.9971 0.2795 -0.1 -0.6 0.3 0.064
H -2.9911 -0.1565 1.1448 0.2 -0.3 0.2 0.083
H -3.4275 -3.1806 0.8366 0.7 0.0 -0.6 0.121
H -3.7888 -2.2784 2.2668 0.5 0.6 0.4 0.126
C -2.2894 5.3100 -1.3093 0.0 0.1 0.0 -0.083
C -3.7978 5.1555 -1.2670 0.2 -0.3 -0.1 -0.312
O -4.2913 4.6869 -2.5205 -0.1 0.1 -0.1 -0.085
H -1.9984 6.0088 -2.0959 -0.1 0.1 0.1 0.079
H -1.9082 5.6762 -0.3539 0.0 0.0 0.0 0.061
H -1.8101 4.3554 -1.5348 0.0 0.0 0.1 0.048
H -4.2762 6.1125 -1.0623 -0.1 -0.1 -0.1 0.114
H -4.0924 4.4491 -0.4843 0.0 0.2 0.2 0.104
H -3.8766 3.8358 -2.6958 0.0 0.1 0.0 0.073
Al 4.7771 -1.7137 -3.3370 -0.5 -0.7 -0.2 1.129
Br 6.6013 -8.0505 -0.7592 0.1 -1.7 0.0 0.234
N -0.6859 -0.1974 -3.1141 0.0 -0.1 -0.1 0.035
C -1.1115 -0.0791 -4.4094 0.0 0.0 0.1 -0.118
C -0.3366 -0.8987 -5.1874 0.0 0.1 -0.1 -0.104
C 0.5905 -1.5421 -4.3263 0.2 0.1 0.0 -0.108
C 0.3470 -1.0897 -3.0515 0.0 0.2 -0.1 -0.130
H -1.0742 0.2980 -2.3278 0.1 0.1 0.0 0.121
H -1.9260 0.5776 -4.6653 0.0 0.0 0.0 0.114
H -0.4262 -1.0242 -6.2541 0.0 0.0 0.0 0.094
H 1.3485 -2.2577 -4.6083 -0.1 -0.1 0.0 0.081
H 0.8185 -1.3279 -2.1203 -0.5 0.1 -0.3 0.064
C -1.1167 4.2180 2.3108 0.2 -0.1 -0.2 -0.033
O -1.7488 4.2230 3.5886 0.0 0.0 0.1 0.012
C -3.0279 4.6132 3.5596 0.0 0.0 0.1 -0.614
O -3.6423 4.9402 2.5783 0.1 0.0 0.0 0.125
O -3.5007 4.5754 4.8063 0.1 0.0 -0.1 0.006
C -4.8685 4.9711 4.9269 -0.3 0.1 0.1 -0.038
H -0.0896 3.8889 2.4539 -0.1 0.0 0.3 0.084
H -1.6179 3.5210 1.6373 -0.1 0.2 0.0 0.096
H -1.1018 5.2197 1.8837 -0.1 -0.1 -0.1 0.099
H -5.5137 4.3046 4.3557 0.1 0.1 -0.1 0.098
H -5.0006 6.0023 4.6019 0.0 -0.1 -0.1 0.100
H -5.1341 4.8990 5.9787 0.2 -0.1 0.0 0.094
C -6.7255 -4.8137 1.2697 0.0 0.3 -0.2 -0.055
C -6.4722 -3.5234 0.6110 -0.3 -1.3 0.7 -0.264
N -6.2759 -2.5249 0.0988 0.3 1.0 -0.4 0.147
H -7.6796 -4.7798 1.7923 0.0 0.0 0.0 0.086
H -6.7542 -5.6080 0.5260 0.0 0.0 0.0 0.085
H -5.9336 -5.0246 1.9866 0.0 0.0 0.0 0.079
```
Positions in Å, forces in eV/Å.

Its net charge is +1. Its frontier orbital gap is 1.348 eV. The strongest force on any atom is 0.0541 hartree/bohr. As for the HOMO energy: -9.095 eV.


[4]
DFT (the ωB97M-V functional and the def2-TZVPD basis) results for a structure of composition C3HAsN9O2PtS5.

Structure (XYZ):
```
22
Properties=species:S:1:pos:R:3:forces:R:3:nbo_charge:R:1
Pt 0.3977 0.0911 0.0637 0.1 -1.8 1.3 0.966
S 3.0901 -0.9376 4.6247 0.0 -0.1 -0.1 -0.758
As 1.8684 -1.5610 3.0199 0.0 0.0 0.3 0.636
S 2.5114 -0.5055 1.2129 -0.9 0.3 -0.6 -0.551
S -1.2616 -0.9562 1.7392 0.5 0.2 -0.4 -0.208
S -0.3312 -0.7491 3.4611 0.2 -0.1 0.1 -0.148
N -1.4352 1.8588 -3.0165 0.2 0.2 -0.4 -0.603
C -1.9303 2.0027 -1.7170 -0.5 0.0 1.1 0.408
N -2.9245 2.8214 -1.4148 0.3 0.0 -0.8 -0.410
N -3.1296 2.6318 -0.1059 -0.6 0.4 0.3 -0.142
N -2.3231 1.7541 0.3519 0.0 -0.2 0.6 -0.114
N -1.5411 1.3063 -0.6281 0.2 0.0 -0.5 -0.445
C -0.7239 0.6952 -3.1692 0.7 -0.4 0.5 0.449
N -0.9243 -0.3144 -4.0139 -0.5 0.2 -0.6 -0.348
N -0.2775 -1.3613 -3.5331 0.0 -1.1 -0.2 -0.117
N 0.2824 -0.9562 -2.3916 0.1 1.2 -0.6 -0.081
N 0.1546 0.3770 -2.2267 0.0 0.4 -0.9 -0.379
H -2.1131 2.0862 -3.7287 0.1 -0.1 0.1 0.403
O 0.5530 1.7636 1.0766 1.0 1.8 -0.4 -0.183
O 1.3296 2.4813 0.3285 -0.8 -0.3 1.0 -0.207
S 0.7901 -3.1951 -1.0672 0.0 0.3 0.2 0.079
C 0.6395 -1.5671 -1.2588 -0.1 -1.1 0.1 -0.247
```
Positions in Å, forces in eV/Å.

Its net charge is -2. The calculation puts the energy above the lowest of the compared OMol25 structures with the same formula, charge and spin at 118.1 kJ/mol. The expectation value of S² is 8.848. Its frontier orbital gap (spin up / spin down) is 5.939 / 4.458 eV. The strongest force on any atom is 0.0423 hartree/bohr. As for the spin multiplicity: 6. As for the HOMO energy (spin up / spin down): -1.190 / -1.781 eV.


[5]
DFT (the ωB97M-V functional and the def2-TZVPD basis) results for a structure of composition C4H8O2.

Structure (XYZ):
```
14
Properties=species:S:1:pos:R:3:forces:R:3:nbo_charge:R:1
C 1.6779 0.4658 0.0338 0.2 0.1 0.0 -0.633
C 0.6914 -0.5172 0.6079 1.0 -0.5 -0.5 0.025
O -0.1870 -0.0141 1.5609 -0.5 -0.9 -1.2 -0.624
C -0.5227 -0.8317 -0.1385 0.4 0.1 0.7 0.168
C -1.3168 0.1775 -0.8900 0.2 0.0 0.5 -0.149
O -2.1755 0.4537 0.1982 -0.7 1.2 0.3 -0.712
H 1.1931 1.3893 -0.2998 0.0 -0.2 0.1 0.212
H 2.2126 0.0158 -0.8097 0.0 0.1 0.1 0.212
H 2.3987 0.7272 0.8117 0.0 0.0 -0.1 0.226
H 1.1735 -1.4287 0.9614 0.4 0.0 0.1 0.168
H -1.0315 -1.7889 -0.0114 0.3 0.3 0.3 0.220
H -1.8800 -0.2226 -1.7511 0.2 -0.1 0.5 0.208
H -0.7439 1.0505 -1.2400 -0.1 -0.2 0.2 0.176
H -1.4898 0.5235 0.9667 -1.4 0.2 -0.9 0.503
```
Positions in Å, forces in eV/Å.

Its net charge is 0. The calculation puts the energy above the lowest of the compared OMol25 structures with the same formula, charge and spin at 376.8 kJ/mol. Its frontier orbital gap is 9.404 eV. The strongest force on any atom is 0.0321 hartree/bohr. As for the HOMO energy: -9.573 eV.


[6]
DFT (the ωB97M-V functional and the def2-TZVPD basis) results for an isolated molecule of C2H9NSi.

Structure (XYZ):
```
13
Properties=species:S:1:pos:R:3:forces:R:3:nbo_charge:R:1
C -1.0614 -1.7800 0.0885 1.2 0.3 5.1 -0.397
C 1.6218 1.1898 -0.3635 -0.8 -3.5 0.3 -1.121
N -0.3486 -0.5772 0.6342 -0.2 1.8 -0.9 -1.064
Si -0.2046 1.0827 -0.1311 -1.4 -2.0 0.5 1.289
H -1.9420 -1.8946 0.8113 0.7 -0.4 -1.6 0.180
H -1.3325 -1.5381 -0.8920 -0.4 -0.5 -1.5 0.202
H -0.3194 -2.6331 0.3279 -1.5 0.8 -1.3 0.192
H 1.8003 2.2027 -0.4170 1.5 2.1 -1.1 0.232
H 2.1593 0.7148 0.4715 -0.3 0.5 0.0 0.248
H 1.7485 0.3949 -1.1918 0.2 2.0 0.6 0.257
H -0.1978 -0.6001 1.6463 -0.2 -0.1 -0.7 0.380
H -1.0212 2.2098 0.4822 0.8 -0.4 0.5 -0.196
H -0.9025 1.2283 -1.4666 0.4 -0.7 0.2 -0.202
```
Positions in Å, forces in eV/Å.

Its net charge is 0. The calculation puts the energy above the lowest of the compared OMol25 structures with the same formula, charge and spin at 168.9 kJ/mol. Its frontier orbital gap is 9.544 eV. The strongest force on any atom is 0.1012 hartree/bohr. As for the HOMO energy: -8.485 eV.